Here is a structure of composition C66H74F3N4O13Pb from the OMol25 dataset. Energies are from ωB97M-V with the def2-TZVPD basis set.

Element x y z (Å)
1 Pb -0.235 1.202 1.407
2 F -3.691 -1.201 -7.748
3 F -5.455 -1.366 -6.497
4 F -4.132 -3.059 -6.741
5 O 0.973 -1.338 0.946
6 O -1.069 2.995 3.150
7 O -2.343 -0.697 1.884
8 O -2.780 -0.211 -0.262
9 O 0.662 -0.091 3.637
10 O 1.702 2.507 1.272
11 O 1.790 0.631 -1.029
12 O -8.970 0.257 -0.287
13 O -8.149 -2.309 3.678
14 O -6.134 -2.864 4.202
15 O -1.425 3.002 0.123
16 O -3.272 3.321 3.362
17 O -7.323 1.028 -1.443
18 N -2.233 5.104 0.211
19 N -0.018 4.694 0.718
20 N -7.788 0.411 -0.510
21 N -6.947 -2.288 3.515
22 C -0.833 -1.852 -0.455
23 C 1.484 -2.362 3.406
24 C -4.594 -0.652 1.120
25 C -1.220 4.208 0.340
26 C -3.358 -1.267 -5.416
27 C -0.029 4.764 -5.368
28 C 2.932 0.123 -1.697
29 C -3.330 -4.817 -0.049
30 C -2.231 3.684 -5.005
31 C 7.948 0.877 1.399
32 C 1.049 1.524 -1.755
33 C -4.512 -4.188 -0.797
34 C -0.481 -2.984 1.822
35 C 7.246 1.649 0.284
36 C -1.502 -3.799 1.510
37 C 2.968 2.221 1.047
38 C 5.966 -3.233 1.974
39 C -1.357 -0.331 -0.548
40 C 3.772 1.543 1.984
41 C 3.218 1.064 3.320
42 C 4.042 -1.321 3.290
43 C -0.352 3.347 -3.337
44 C -2.724 -5.919 -0.932
45 C 7.453 0.880 -1.030
46 C -1.225 -0.806 -4.427
47 C -3.586 4.706 -0.113
48 C -0.273 -0.166 4.712
49 C -0.029 -1.481 -1.723
50 C -1.821 -0.542 -3.187
51 C -0.022 -2.031 0.795
52 C -1.973 -1.165 -5.529
53 C 3.571 2.650 -0.158
54 C -3.867 -5.457 1.236
55 C -0.869 2.089 -3.060
56 C 2.972 -0.442 3.387
57 C -1.036 4.323 -4.295
58 C 1.697 -0.989 3.531
59 C 5.748 1.815 0.556
60 C 3.889 -2.702 3.275
61 C -3.107 -0.524 0.958
62 C -5.070 -1.366 2.207
63 C -5.477 -0.075 0.222
64 C -3.532 2.133 2.609
65 C -6.831 -0.216 0.440
66 C 5.135 1.379 1.722
67 C -1.878 -2.871 -0.682
68 C 0.832 3.702 -2.704
69 C 4.924 2.454 -0.373
70 C 2.591 -3.199 3.309
71 C -1.519 5.553 -3.520
72 C -4.160 -1.716 -6.595
73 C -3.970 -0.996 -4.210
74 C 4.759 -5.079 3.115
75 C 5.969 -3.387 4.473
76 C 7.904 3.031 0.166
77 C -0.193 1.145 -2.288
78 C 0.104 -2.972 3.237
79 C -0.892 -0.205 -2.010
80 C -2.240 -3.773 0.241
81 C 5.125 -3.598 3.208
82 C -7.340 -0.920 1.508
83 C 1.533 2.827 -1.886
84 C -1.951 3.746 3.631
85 C -6.430 -1.495 2.370
86 C -3.204 -0.629 -3.105
87 C 2.760 3.415 -1.180
88 H 2.298 1.602 3.540
89 H 5.349 2.823 -1.305
90 H 5.392 -3.644 5.365
91 H 3.946 1.320 4.091
92 H 7.802 3.581 1.104
93 H 0.989 -1.264 -1.444
94 H -0.071 -2.239 -2.504
95 H -4.176 -4.705 1.969
96 H -8.403 -1.022 1.661
97 H 3.501 -0.437 -0.956
98 H -2.047 6.072 0.401
99 H -2.045 6.246 -4.185
100 H -2.196 5.257 -2.717
101 H -1.818 -4.507 2.272
102 H 0.351 3.897 -5.916
103 H 3.555 0.923 -2.098
104 H -2.860 2.046 1.762
105 H 6.832 -3.897 1.896
106 H -0.679 6.087 -3.068
107 H -0.147 -0.713 -4.520
108 H 7.867 1.395 2.358
109 H -3.466 -6.693 -1.152
110 H -2.385 -2.826 -1.641
111 H -5.047 -1.068 -4.121
112 H -4.955 -3.375 -0.218
113 H -4.260 4.886 0.726
114 H 7.017 1.413 -1.877
115 H 6.981 -0.103 -0.971
116 H 0.141 -0.744 5.540
117 H 6.332 -2.205 2.026
118 H 7.439 3.624 -0.624
119 H 0.019 5.591 1.166
120 H 0.132 -4.002 3.595
121 H 5.734 0.895 2.485
122 H -1.491 -1.369 -6.478
123 H 4.159 -5.288 2.225
124 H -4.216 -3.788 -1.769
125 H 7.533 -0.128 1.511
126 H 5.038 -0.901 3.213
127 H -0.622 -2.449 3.858
128 H -1.839 1.822 -3.458
129 H 5.674 -5.674 3.051
130 H 2.630 -0.541 -2.516
131 H -3.036 3.439 -4.307
132 H -3.446 1.251 3.247
133 H -2.631 4.382 -5.744
134 H 2.385 4.321 -0.693
135 H -1.938 2.770 -5.527
136 H -0.468 0.857 5.028
137 H 6.288 -2.347 4.566
138 H -1.213 -0.607 4.376
139 H 0.824 5.287 -4.931
140 H 9.011 0.778 1.161
141 H -0.511 5.438 -6.082
142 H 4.203 -5.412 3.994
143 H 2.405 -4.263 3.212
144 H -3.576 3.642 -0.333
145 H -4.739 -6.071 1.000
146 H -5.283 -4.944 -0.973
147 H -3.956 5.244 -0.989
148 H 8.521 0.741 -1.231
149 H -4.557 2.230 2.247
150 H -3.128 -6.108 1.709
151 H -2.369 -5.499 -1.875
152 H 1.225 4.710 -2.811
153 H 5.370 -3.329 1.064
154 H 8.971 2.933 -0.063
155 H -4.375 -1.820 2.899
156 H -5.121 0.481 -0.634
157 H 3.446 3.752 -1.962
158 H -3.698 -0.411 -2.174
159 H -1.874 -6.389 -0.431
160 H 0.693 4.012 0.977
161 H 6.863 -4.019 4.445

Values from the calculation:
Spin multiplicity: 1
Largest force on an atom in eV/Å: 0.91
LUMO in eV: 0.62
Frontier orbital gap in eV: 4.51
Total charge: -1

These are the Löwdin partial charges, in e, on atoms 1 to 4: Pb 1.6977; F 0.1290; F 0.1310; F 0.1306